Below is an isolated ion of composition C3H2NO3 and charge -1 at a distorted geometry, with properties calculated with the ωB97M-V functional and the def2-TZVPD basis.

**SMILES**: [H]/N=C(/[O-])[C@H]1OC1=O
**Energy relative to the best compared isomer or geometry (same formula, charge and spin)**: 223.02 kJ/mol
**F_max**: 2.6 eV/A
**Energy**: -10775.458 eV
**HOMO energy**: -3.855 eV
**E_LUMO**: 3.86 eV
**Gap between HOMO and LUMO**: 0.28370 Eh

```
! RIJCOSX wB97M-V def2-TZVPD def2/J DEFGRID3
* xyz -1 1
H -0.52 -0.52 -1.84
N -1.42 -0.38 -1.30
C -1.12 -0.46 -0.02
O -1.93 -0.75 0.91
C 0.31 -0.08 0.61
O 1.63 -0.34 -0.09
C 1.27 0.90 0.21
O 1.59 2.02 -0.14
H 0.20 -0.39 1.67
*
```